The molecule C16H26N2O3S, computed with ωB97M-V with the def2-TZVPD basis set.

Structure (XYZ):
```
48
C16H26N2O3S ωB97M-V with the def2-TZVPD basis set
C -1.3737 -1.9372 4.2732
C -0.7283 -0.8663 3.4458
C -1.2275 0.4249 3.4928
C -0.6707 1.4530 2.7538
C 0.4135 1.1864 1.9048
C 0.9060 -0.1166 1.8483
C 0.3696 -1.1457 2.6256
C 0.9182 -2.5384 2.6153
H 0.8660 -2.9672 3.6131
H 0.3342 -3.1663 1.9435
H 1.9491 -2.5492 2.2874
S 2.2390 -0.6107 0.7309
O 2.6362 0.4317 -0.1815
O 3.3087 -1.2404 1.4507
N 1.4490 -1.8316 -0.1259
H 2.1188 -2.4808 -0.5124
C 0.4864 -1.3522 -1.0935
C 1.1285 -0.9345 -2.4333
N 0.3032 -0.1536 -3.3240
C -0.0050 1.1835 -2.8534
C -0.6016 1.9686 -4.0230
O -1.7676 1.3443 -4.5120
C -1.4892 0.0283 -4.9283
C -0.9067 -0.8066 -3.7845
H -0.6582 -1.8053 -4.1490
H -1.6646 -0.8935 -2.9867
H -2.4362 -0.3899 -5.2741
H -0.7686 0.0454 -5.7596
H -0.9006 2.9706 -3.7110
H 0.1464 2.0406 -4.8261
H 0.9140 1.6584 -2.5081
H -0.7368 1.1767 -2.0267
H 1.4423 -1.8343 -2.9736
H 2.0149 -0.3385 -2.2041
H 0.0008 -0.4916 -0.6278
H -0.2635 -2.1349 -1.2487
C 0.9767 2.3355 1.1273
H 0.2006 2.7836 0.5070
H 1.7980 2.0309 0.4940
H 1.3312 3.1028 1.8149
C -1.2350 2.8363 2.8655
H -1.5970 3.1884 1.9004
H -2.0617 2.8537 3.5707
H -0.4742 3.5363 3.2080
H -2.0731 0.6374 4.1322
H -1.6302 -2.7991 3.6605
H -0.7014 -2.2731 5.0622
H -2.2802 -1.5598 4.7395
```

HOMO = -8.5 eV
E = -1358.66087 Eh
energy above the lowest of the compared OMol25 structures with the same formula, charge and spin = 69.4 kcal per mole
Kohn-Sham gap = 9.15 eV
SMILES = Cc1cc(C)c(C)c(S(=O)(=O)NCCN2CCOCC2)c1C

These are the Löwdin partial charges, in e, on atoms 1 to 5: -0.0462, -0.2188, 0.0099, -0.2228, -0.1940

=====

A cluster of 2 separate species, C6H11N2O3 in total at a distorted geometry, computed with ωB97M-V with the def2-TZVPD basis set.

Structure (XYZ):
```
22
C6H11N2O3 ωB97M-V with the def2-TZVPD basis set
C -0.1315 0.4919 -1.0674
C -2.2484 0.2014 0.7119
C -0.6315 -0.1830 -2.3442
C 1.6680 1.8382 0.8134
C 1.1713 0.3296 1.1601
C 0.5000 -0.1889 -0.0527
N -0.6601 -2.1538 0.8248
N 0.4696 -1.6698 0.0332
O -1.8381 0.4695 1.7317
O -0.2446 1.7620 -0.9571
O -2.8450 -0.0011 -0.2662
H -1.0852 -1.1709 -2.0104
H 0.2777 -0.4895 -2.9257
H -1.2054 0.5347 -2.9997
H 1.2694 2.0982 -0.1512
H 1.0807 2.4118 1.4064
H 2.7135 2.1096 0.8624
H 0.6088 0.5131 2.0586
H 2.1056 -0.2844 1.3352
H -0.4052 -3.1488 1.0490
H -0.8075 -1.4686 1.6141
H 0.2379 -2.0013 -0.8264
```

HOMO = -2.3 eV
net charge = -1
E = -570.40476 Eh
energy above the lowest of the compared OMol25 structures with the same formula, charge and spin = 44.3 kcal per mole
Kohn-Sham gap = 6.03 eV

These are the Löwdin partial charges, in e, on atoms 1 to 5: -0.5456, -0.4889, -0.0553, -0.0940, -0.1900

=====

A cluster of 2 separate species, C6H10O in total, computed with ωB97M-V with the def2-TZVPD basis set.

Structure (XYZ):
```
17
C6H10O ωB97M-V with the def2-TZVPD basis set
C 2.1365 0.1881 -0.8074
C 0.8209 0.0584 -0.1018
C 0.2820 -1.2683 0.4530
C -1.1430 -0.8625 0.0003
C -0.5737 0.4506 -0.6252
C -0.5238 1.5535 0.4356
O 0.6422 1.1112 0.9018
H 2.9628 -0.0173 -0.1186
H 2.1909 -0.5163 -1.6430
H 2.2518 1.2047 -1.1968
H 0.6742 -2.1336 -0.0901
H 0.4445 -1.4126 1.5243
H -1.8786 -0.7120 0.7949
H -1.5704 -1.5349 -0.7468
H -0.8412 0.6987 -1.6527
H -3.2739 1.4703 1.5440
H -2.6012 1.7220 1.3287
```

HOMO = -8.4 eV
E = -309.67979 Eh
energy above the lowest of the compared OMol25 structures with the same formula, charge and spin = 102.0 kcal per mole
Kohn-Sham gap = 9.24 eV

These are the Löwdin partial charges, in e, on atoms 1 to 5: 0.0019, -0.4672, -0.0797, -0.1107, -0.2156

=====

A cluster of 2 separate species, C6H14NO2P in total at a distorted geometry, computed with ωB97M-V with the def2-TZVPD basis set.

Structure (XYZ):
```
24
C6H14NO2P ωB97M-V with the def2-TZVPD basis set
C 0.9493 -1.2162 -0.9376
C -1.0597 -0.5033 -2.3167
C 0.4087 1.2984 -1.0299
C 3.2845 -1.4728 -0.5201
C -1.9090 1.1563 2.4227
C 0.0253 -0.1076 -1.3169
N -1.0527 -0.6490 0.5810
O 0.6686 -2.3816 -1.1184
O 2.1037 -0.7279 -0.5147
P -0.3411 0.2599 1.7743
H -0.9488 -1.4873 -2.7586
H -2.0520 -0.3664 -1.9088
H -1.0125 0.2638 -3.1175
H 1.4757 1.3379 -1.5346
H 0.7303 1.5514 0.0408
H -0.2542 2.0290 -1.4372
H 4.0088 -0.9119 0.1475
H 3.8636 -1.4563 -1.5400
H 3.0873 -2.4863 0.0058
H -1.6857 2.1373 2.6460
H -2.3879 0.6031 3.1855
H -2.5298 1.3844 1.5393
H -0.8854 -1.6456 0.7013
H -0.1257 -0.6728 2.9577
```

HOMO (alpha / beta) = -7.7 / -7.7 eV
E = -783.47238 Eh
energy above the lowest of the compared OMol25 structures with the same formula, charge and spin = 88.1 kcal per mole
Kohn-Sham gap (alpha / beta) = 7.47 / 7.47 eV

These are the Löwdin partial charges, in e, on atoms 1 to 5: -0.5610, -0.0343, -0.0969, -0.0725, -0.3048